DFT (ωB97M-V/def2-TZVPD) results for a 11-piece molecular cluster, H24O12 overall in a non-equilibrium geometry.

Geometry as XYZ:
```
36
Properties=species:S:1:pos:R:3
H -0.743 -0.497 -0.307
H 0.394 -1.038 0.544
H 1.038 -3.601 2.973
H 0.476 -4.766 3.770
H -3.409 -2.487 -1.498
H -3.607 -1.276 -0.600
H 0.382 1.698 -1.490
H 1.496 2.723 -1.356
H -0.743 3.543 2.092
H -0.022 3.592 0.754
H -1.522 -2.303 1.205
H -1.949 -2.481 2.652
H -2.767 0.460 -3.859
H -2.829 0.807 -5.337
H -0.211 2.036 -3.641
H 0.149 3.221 -4.522
H -2.454 0.276 1.669
H -2.930 -0.791 2.641
H 4.074 0.272 2.430
H 4.341 1.495 1.568
H 3.268 1.848 -0.289
H 1.958 1.794 0.480
H 2.356 -1.473 0.500
H 2.645 -2.839 -0.101
O 0.057 -0.223 0.155
O 0.411 -4.330 2.913
O -3.806 -1.609 -1.483
O 1.265 1.817 -1.122
O 0.140 3.561 1.704
O -1.181 -2.544 2.074
O -3.388 0.679 -4.563
O -0.171 2.313 -4.564
O -2.129 -0.392 2.283
O 3.867 1.210 2.358
O 2.472 1.315 -0.180
O 3.073 -2.011 0.147
```

Calculated values
orbital gap: 0.257 Eh
ΔE to the lowest compared entry with this formula, charge and spin: 883.5 kJ/mol
maximum force: 14.24 eV Å⁻¹
LUMO: -0.378 eV

***

DFT (ωB97M-V/def2-TZVPD) results for a 12-piece molecular cluster, H24O12 overall in a non-equilibrium geometry.

Geometry as XYZ:
```
36
Properties=species:S:1:pos:R:3
O -0.128 -0.493 0.348
H -0.414 -0.041 1.150
H 0.607 0.042 0.027
O -2.947 3.058 1.925
H -2.440 2.617 2.616
H -2.834 2.493 1.153
O 4.038 1.776 0.643
H 3.667 1.994 1.505
H 4.986 1.717 0.803
O -0.049 1.965 -1.531
H -0.139 2.830 -1.947
H -0.958 1.678 -1.390
O 2.202 3.875 1.214
H 1.748 4.535 0.678
H 2.514 3.227 0.573
O -3.653 1.399 -0.607
H -4.144 0.611 -0.349
H -3.897 1.536 -1.529
O 1.945 0.536 -2.548
H 2.000 -0.248 -1.990
H 1.944 0.185 -3.446
O -1.484 -0.621 -1.757
H -2.258 -0.363 -1.244
H -1.706 -1.497 -2.091
O -2.650 -2.459 -0.779
H -2.123 -2.846 -0.070
H -3.541 -2.421 -0.414
O -0.831 -3.237 2.661
H -1.716 -3.352 3.026
H -0.913 -2.466 2.088
O 0.595 -2.733 -0.002
H 0.572 -2.343 0.879
H 0.614 -1.972 -0.594
O 3.968 -3.078 -0.014
H 4.230 -3.380 0.863
H 3.199 -2.521 0.150
```

Calculated values
structure (SMILES): O.O.O.O.O.O.O.O.O.O.O.O
orbital gap: 0.365 Eh
ΔE to the lowest compared entry with this formula, charge and spin: 354.6 kJ/mol
maximum force: 1.92 eV Å⁻¹
LUMO: -0.389 eV

***

DFT (ωB97M-V/def2-TZVPD) results for a 12-piece molecular cluster, H24O12 overall.

Geometry as XYZ:
```
36
Properties=species:S:1:pos:R:3
O 36.947 3.250 -0.803
H 36.333 2.635 -1.204
H 36.390 3.913 -0.396
O 34.340 14.353 -2.127
H 34.436 15.217 -2.527
H 35.203 13.949 -2.217
O 42.706 8.899 -2.168
H 42.554 8.132 -1.616
H 42.737 8.550 -3.059
O 38.027 6.913 3.318
H 38.354 7.418 4.063
H 38.157 6.000 3.571
O 39.247 13.310 -3.388
H 39.571 14.075 -2.911
H 39.810 13.255 -4.161
O 37.868 9.338 -0.469
H 38.614 9.864 -0.756
H 38.194 8.851 0.288
O 41.326 5.058 -0.607
H 40.425 4.754 -0.501
H 41.753 4.835 0.220
O 35.476 8.429 -3.925
H 36.032 8.864 -3.279
H 36.045 7.774 -4.329
O 34.826 11.463 1.760
H 35.152 10.770 1.186
H 34.456 12.114 1.163
O 38.448 12.126 4.254
H 38.282 12.872 4.830
H 37.619 11.986 3.797
O 43.312 13.231 -0.745
H 43.124 12.636 -1.471
H 42.574 13.841 -0.738
O 33.945 5.593 1.369
H 34.665 6.195 1.558
H 33.254 6.151 1.012
```

Calculated values
structure (SMILES): O.O.O.O.O.O.O.O.O.O.O.O
orbital gap: 0.419 Eh
ΔE to the lowest compared entry with this formula, charge and spin: 266.1 kJ/mol
maximum force: 0.35 eV Å⁻¹
LUMO: 0.028 eV

***

DFT (ωB97M-V/def2-TZVPD) results for a 12-piece molecular cluster, H24O12 overall in a non-equilibrium geometry.

Geometry as XYZ:
```
36
Properties=species:S:1:pos:R:3
O 2.416 -0.015 0.143
H 1.606 0.408 0.523
H 1.994 -0.737 -0.486
O 4.483 1.013 -1.445
H 3.628 1.439 -1.551
H 4.489 0.695 -0.457
O 1.431 2.811 1.503
H 2.253 2.737 1.077
H 1.543 2.866 2.493
O -1.263 -3.095 -2.880
H -1.547 -2.365 -2.216
H -1.138 -3.814 -2.354
O 2.107 0.659 3.126
H 2.871 1.193 3.056
H 2.332 -0.235 3.478
O 0.742 -1.476 -3.832
H 0.246 -2.306 -3.636
H 0.159 -0.648 -3.735
O -4.285 0.573 1.502
H -3.436 0.118 1.531
H -4.519 -0.082 0.738
O -0.105 0.270 1.173
H 0.236 1.093 0.798
H 0.265 0.285 2.172
O -3.126 -2.200 0.421
H -2.383 -1.821 0.131
H -3.094 -2.741 1.227
O -2.479 2.134 0.902
H -3.470 2.228 1.213
H -2.068 2.967 0.993
O -2.644 2.258 -2.073
H -2.317 2.039 -1.096
H -3.097 1.480 -2.470
O 2.870 -2.767 0.288
H 2.593 -1.813 0.340
H 2.707 -3.151 -0.594
```

Calculated values
structure (SMILES): O.O.O.O.O.O.O.O.O.O.O.O
orbital gap: 0.387 Eh
ΔE to the lowest compared entry with this formula, charge and spin: 434.6 kJ/mol
maximum force: 6.20 eV Å⁻¹
LUMO: -0.355 eV

***

DFT (ωB97M-V/def2-TZVPD) results for H24O12Xe as an isolated structure.

Geometry as XYZ:
```
37
Properties=species:S:1:pos:R:3
Xe 0.465 0.473 0.750
O -2.561 -2.736 0.400
H -1.860 -2.690 1.049
H -2.346 -3.501 -0.133
O 0.738 -2.810 -0.863
H 0.394 -2.387 -0.076
H 0.469 -2.237 -1.581
O 2.701 -2.822 1.703
H 1.763 -2.717 1.546
H 2.771 -2.976 2.645
O 0.137 -1.124 -2.918
H 0.602 -1.042 -3.750
H -0.186 -0.242 -2.735
O -1.347 4.393 1.655
H -0.830 4.080 0.913
H -2.047 4.913 1.259
O -0.077 -2.587 1.864
H 0.040 -1.930 2.550
H -0.100 -3.422 2.333
O 4.571 -0.763 1.450
H 4.033 -0.108 1.005
H 3.979 -1.500 1.597
O 3.212 1.353 -1.893
H 3.632 0.503 -1.765
H 3.939 1.968 -1.989
O -0.980 1.650 -3.189
H -1.052 2.091 -2.343
H -1.825 1.218 -3.309
O -3.148 0.302 -0.425
H -2.942 0.421 0.502
H -3.411 -0.616 -0.497
O -2.818 0.799 2.377
H -2.469 1.458 2.977
H -3.768 0.899 2.438
O -0.021 3.760 -0.840
H -0.534 4.172 -1.535
H 0.876 3.758 -1.172
```

Calculated values
orbital gap: 0.376 Eh
ΔE to the lowest compared entry with this formula, charge and spin: 77.5 kJ/mol
maximum force: 0.85 eV Å⁻¹
LUMO: -0.076 eV

***

DFT (ωB97M-V/def2-TZVPD) results for H24O16S as an isolated structure in a non-equilibrium geometry.

Geometry as XYZ:
```
41
Properties=species:S:1:pos:R:3
S -0.284 0.229 -0.289
O -1.441 0.346 0.553
O 0.285 -1.096 -0.163
O -0.687 0.440 -1.665
O 0.586 1.233 0.169
O 0.548 2.625 2.382
H -0.183 2.290 2.800
H 0.462 2.162 1.531
O -1.449 0.869 3.016
H -0.556 0.629 3.246
H -1.520 0.773 2.043
O -0.719 -3.379 -0.968
H -0.713 -3.892 -0.204
H -0.631 -2.439 -0.632
O 3.279 -1.897 1.447
H 3.932 -1.433 2.189
H 2.913 -1.222 0.862
O 2.603 0.417 0.362
H 2.977 1.136 0.983
H 1.718 0.628 0.394
O 1.013 -2.749 1.646
H 0.771 -2.019 0.970
H 2.055 -2.404 1.830
O -3.243 2.104 -0.345
H -2.561 2.756 -0.642
H -2.562 1.420 -0.033
O 2.018 -1.823 -1.985
H 1.381 -1.586 -1.292
H 2.150 -2.586 -1.448
O -2.457 -0.655 -2.897
H -1.865 -1.336 -3.032
H -1.631 -0.122 -2.577
O 0.967 3.465 -0.837
H 0.909 2.637 -0.540
H 1.560 3.797 -0.074
O 0.449 1.109 -3.805
H -0.092 1.894 -4.110
H -0.156 0.668 -3.163
O -3.192 -1.433 1.427
H -2.767 -0.748 1.005
H -3.866 -0.807 1.847
```

Calculated values
charge: -2
orbital gap: 0.313 Eh
ΔE to the lowest compared entry with this formula, charge and spin: 591.6 kJ/mol
maximum force: 8.02 eV Å⁻¹
LUMO: 4.826 eV

***

DFT (ωB97M-V/def2-TZVPD) results for H24O20SV2 as an isolated structure in a non-equilibrium geometry.

Geometry as XYZ:
```
47
Properties=species:S:1:pos:R:3
O -1.910 0.484 -3.208
V -1.929 1.619 -2.025
O -0.773 2.623 -2.427
O -1.285 -3.988 0.137
V -0.725 -3.379 -1.209
O 0.754 -3.924 -1.546
S 0.161 -0.116 0.031
O 0.028 -1.491 -0.420
O 1.349 0.480 -0.614
O -1.074 0.635 -0.300
O 0.447 -0.200 1.451
O -3.856 0.372 -1.237
H -4.695 0.124 -1.625
H -4.042 0.468 -0.303
O 1.655 -1.059 3.939
H 1.192 -0.589 3.246
H 1.847 -1.917 3.561
O 2.534 2.758 -0.384
H 2.065 1.986 -0.702
H 3.420 2.660 -0.732
O -0.898 -2.047 2.695
H -0.444 -1.367 2.197
H -1.243 -1.592 3.463
O 2.593 -2.111 1.686
H 3.328 -1.506 1.587
H 1.856 -1.664 1.270
O -0.544 1.901 3.078
H -0.119 1.279 2.487
H -1.367 2.123 2.642
O 3.168 -0.952 -1.918
H 2.994 -1.882 -1.769
H 2.541 -0.498 -1.354
O -3.106 0.310 1.421
H -3.166 1.204 1.757
H -2.294 0.298 0.914
O 1.338 0.753 -3.484
H 1.870 0.010 -3.202
H 1.539 1.445 -2.854
O -2.828 3.012 -0.365
H -2.646 2.995 0.575
H -3.675 3.451 -0.437
O 3.180 0.923 1.584
H 2.286 0.634 1.400
H 3.300 1.699 1.036
O -0.744 -2.223 -3.106
H -1.202 -2.463 -3.911
H -0.881 -1.279 -3.024
```

Calculated values
orbital gap: 0.218 Eh
ΔE to the lowest compared entry with this formula, charge and spin: 439.6 kJ/mol
maximum force: 4.73 eV Å⁻¹
LUMO: -3.211 eV